1.
A gas-phase ion, C4H12NSe (charge +1) in a non-equilibrium geometry. Source: the Open Molecules 2025 dataset; level of theory: ωB97M-V/def2-TZVPD.

Geometry as XYZ:
```
18
Properties=species:S:1:pos:R:3:forces:R:3
C -2.917 1.526 -0.412 1.3 -1.8 3.5
Se -2.061 -0.267 0.073 0.7 0.4 -0.6
C -0.190 -0.573 -0.700 -2.3 3.2 -1.2
N 0.810 -0.683 0.365 0.5 -3.2 -0.5
C 2.076 -1.416 -0.201 0.6 0.0 -0.6
C 1.020 0.570 1.053 -0.8 3.8 -0.5
H -2.564 2.302 0.249 0.0 0.0 0.4
H -2.795 1.860 -1.362 -0.1 0.3 -3.1
H -3.846 1.105 -0.070 -0.9 0.7 -0.5
H -0.402 -1.440 -1.275 0.7 -1.0 -0.2
H 0.042 0.321 -1.435 -0.1 -1.9 1.7
H 0.497 -1.362 1.125 -0.1 1.1 -1.2
H 2.969 -1.023 0.299 -0.4 -0.1 0.1
H 2.087 -2.567 -0.133 -0.7 1.9 0.2
H 2.169 -1.130 -1.270 -0.2 -0.2 0.7
H 1.369 1.523 0.401 -0.4 -2.8 1.1
H 0.023 0.933 1.484 1.4 -0.9 -0.4
H 1.713 0.318 1.808 0.8 0.5 1.0
```
Forces are in eV/Å.

## Properties
structure (SMILES) = C[Se]C[NH+](C)C
gap between HOMO and LUMO = 9.45 eV
E_tot = -2615.46240 Eh
charge = +1
energy above the lowest of the compared OMol25 structures with the same formula, charge and spin = 4.4 kJ/mol

***

2.
7 unconnected molecules or ions with the total composition C26H46Cl2O12S3 in a non-equilibrium geometry. Source: the Open Molecules 2025 dataset; level of theory: ωB97M-V/def2-TZVPD.

Geometry as XYZ:
```
89
Properties=species:S:1:pos:R:3:forces:R:3
O 1.930 10.416 13.635 -0.6 -0.4 -0.2
S 0.558 10.829 13.888 -2.9 0.6 -0.6
O -0.630 10.284 13.153 2.8 0.8 1.4
C 0.247 10.756 15.730 1.1 -1.1 -1.4
C 0.247 12.160 16.200 -0.6 0.5 1.4
C -0.149 13.133 15.121 -0.3 0.7 -1.2
C 0.573 12.692 13.811 0.9 -0.9 1.5
H 1.148 10.251 16.078 -0.3 -0.4 0.2
H -0.662 10.190 15.935 0.1 0.1 -0.3
H -0.446 12.210 17.040 -0.2 0.2 0.0
H 1.192 12.445 16.661 0.3 -0.1 -0.4
H 0.103 14.125 15.495 0.4 0.2 -0.5
H -1.222 13.222 14.947 -0.2 -0.5 0.1
H 1.644 12.752 14.006 0.2 0.6 -0.1
H 0.404 13.122 12.824 -0.6 -0.2 0.3
O 6.550 8.789 12.630 -0.6 -0.8 -1.2
S 5.695 8.051 11.686 -1.1 0.0 1.1
O 5.885 8.173 10.238 0.1 -0.5 1.7
C 5.535 6.250 12.343 0.5 0.9 -1.7
C 4.199 6.170 13.056 0.3 0.5 0.5
C 3.233 7.081 12.331 -0.9 -0.2 -0.6
C 3.915 8.428 12.132 1.0 -0.7 -0.2
H 6.477 5.977 12.818 -0.3 0.3 0.4
H 5.486 5.665 11.424 0.0 -0.1 -0.1
H 3.828 5.145 13.049 0.1 0.0 0.3
H 4.227 6.583 14.064 0.5 -0.5 0.3
H 2.322 7.223 12.913 0.1 0.1 0.3
H 2.855 6.542 11.462 0.3 0.5 -0.6
H 4.004 8.846 13.134 -0.1 0.5 -0.2
H 3.491 9.104 11.389 0.1 -0.1 0.2
O 10.574 8.475 20.266 -2.6 0.2 -0.6
S 9.195 8.821 19.835 1.1 0.8 0.9
O 8.760 8.483 18.481 0.1 -0.1 1.0
C 7.837 8.457 21.078 0.6 -0.4 -0.4
C 6.758 9.521 20.865 0.2 -1.7 0.4
C 7.496 10.763 20.472 -1.1 2.7 -0.5
C 8.930 10.652 20.043 0.5 -2.1 -0.4
H 8.288 8.678 22.046 0.4 -0.2 0.0
H 7.540 7.409 21.062 0.0 0.1 -0.3
H 5.974 9.258 20.155 0.4 -0.2 -0.3
H 6.233 9.568 21.819 0.0 0.5 0.1
H 7.466 11.532 21.244 -0.1 -0.1 0.3
H 6.932 11.218 19.657 0.0 0.1 -0.1
H 9.614 11.006 20.814 0.2 0.0 -0.4
H 9.121 10.992 19.025 0.2 0.5 0.3
O 7.305 5.225 19.919 -0.4 -0.5 -1.5
C 7.004 4.753 18.835 0.2 0.2 1.7
C 5.854 5.059 17.957 -0.5 0.9 0.6
C 5.887 4.035 16.889 -1.4 -0.3 -1.6
C 7.240 3.432 16.907 0.5 0.4 0.7
O 7.678 3.767 18.265 2.0 -1.6 -0.7
H 4.941 4.929 18.539 0.0 0.9 0.0
H 6.055 6.057 17.568 -0.6 0.2 0.2
H 5.143 3.260 17.075 -0.1 0.1 -0.1
H 5.686 4.514 15.931 -0.2 -0.3 -0.2
H 7.228 2.359 16.712 0.2 0.0 0.6
H 7.886 3.870 16.147 0.4 0.2 0.4
O 8.409 10.538 15.663 1.0 -3.1 -0.3
C 8.969 9.440 15.445 -2.6 3.4 0.3
C 8.404 8.026 15.378 0.6 0.1 0.1
C 9.545 7.322 14.582 -1.3 -0.1 1.0
C 10.759 8.108 15.015 0.2 -0.7 -0.4
O 10.267 9.443 15.199 1.2 -0.4 0.1
H 8.305 7.730 16.423 0.6 -0.3 0.2
H 7.389 7.862 15.017 0.2 0.7 -0.6
H 9.582 6.280 14.902 0.2 -0.1 -0.5
H 9.345 7.463 13.520 0.1 -0.3 0.0
H 11.198 7.686 15.919 -0.2 0.4 0.4
H 11.551 8.076 14.266 -0.1 0.5 -0.1
O 1.636 15.899 18.231 0.7 -1.1 0.6
C 2.321 15.098 18.839 -1.0 1.7 -0.9
C 1.887 13.917 19.629 -0.4 -0.5 0.3
C 3.066 13.693 20.544 1.8 0.0 0.5
C 4.290 14.235 19.702 -1.1 -0.9 1.1
O 3.650 15.210 18.868 1.6 0.2 -0.3
H 0.949 14.115 20.147 0.1 0.0 -0.1
H 1.702 13.142 18.886 0.1 -0.3 0.2
H 2.962 14.292 21.449 -0.1 0.5 -0.2
H 3.316 12.730 20.989 -0.5 -0.5 -0.7
H 5.119 14.610 20.302 -0.5 1.0 0.2
H 4.821 13.442 19.175 -0.7 -0.1 -0.8
Cl 3.470 11.065 18.011 -0.2 -0.2 -0.6
C 4.239 11.018 16.370 0.9 0.1 0.1
C 5.318 9.913 16.292 -0.7 2.1 -0.7
Cl 4.578 8.347 16.479 -0.2 -0.9 0.4
H 4.654 12.022 16.287 0.5 -0.2 -0.1
H 3.570 10.922 15.515 -0.7 -0.3 0.6
H 6.134 10.139 16.978 0.0 -0.6 -0.1
H 5.645 9.952 15.253 0.5 0.0 0.2
```
Forces are in eV/Å.

## Properties
structure (SMILES) = O=S1(=O)CCCC1.O=S1(=O)CCCC1.O=S1(=O)CCCC1.O=C1CCCO1.O=C1CCCO1.O=C1CCCO1.ClCCCl
gap between HOMO and LUMO = 10.04 eV
E_tot = -4036.04645 Eh
energy above the lowest of the compared OMol25 structures with the same formula, charge and spin = 0.0 kJ/mol

***

3.
C3H7NO2 in the gas phase in a non-equilibrium geometry. Source: the Open Molecules 2025 dataset; level of theory: ωB97M-V/def2-TZVPD.

Geometry as XYZ:
```
13
Properties=species:S:1:pos:R:3:forces:R:3
C 1.731 0.858 0.702 0.1 -0.1 -0.1
C 0.283 1.087 0.368 0.0 -0.3 -0.4
O 0.035 -0.155 -0.479 -0.5 0.3 0.6
C -1.215 -0.656 -0.445 -0.3 0.2 0.4
N -1.501 -1.766 -1.232 0.2 0.2 0.3
O -2.066 -0.135 0.235 -0.5 -0.1 0.0
H 2.319 0.778 -0.211 0.2 0.0 0.1
H 1.656 -0.125 1.172 0.7 0.0 0.1
H 2.185 1.562 1.408 -0.3 0.0 -0.3
H -0.231 1.245 1.340 -0.5 -1.0 -0.9
H -0.008 1.920 -0.273 0.4 0.0 0.0
H -2.368 -2.217 -0.962 0.3 0.3 -0.1
H -0.820 -2.398 -1.623 0.3 0.5 0.2
```
Forces are in eV/Å.

## Properties
structure (SMILES) = CCOC(N)=O
gap between HOMO and LUMO = 11.17 eV
E_tot = -323.75310 Eh
energy above the lowest of the compared OMol25 structures with the same formula, charge and spin = 73.2 kJ/mol

***

4.
A molecular structure, C25H15Cl56N3O3P2 in a non-equilibrium geometry. Source: the Open Molecules 2025 dataset; level of theory: ωB97M-V/def2-TZVPD.

Geometry as XYZ:
```
104
Properties=species:S:1:pos:R:3:forces:R:3
C 3.108 2.352 0.506 0.5 0.3 0.3
C 1.625 2.829 -0.011 0.9 0.6 -0.8
P 0.305 1.436 -0.042 0.0 -0.8 0.8
C -1.057 1.975 -1.270 -0.6 1.0 -1.4
C 1.206 -0.173 -0.639 1.6 -2.7 -0.3
C 1.350 -1.410 0.432 2.8 1.8 -4.1
C 2.132 -2.793 -0.030 0.5 3.4 -3.9
C 2.735 -2.836 -1.554 -1.7 1.6 2.8
C 2.590 -1.579 -2.620 -0.1 0.5 -0.4
N 3.210 -1.739 -3.974 -2.9 5.1 1.0
C 3.006 -0.552 -4.879 -0.8 0.1 4.3
P 3.764 -0.778 -6.660 -1.9 -5.2 -3.0
O 3.069 -2.121 -7.221 2.8 5.6 2.2
O 3.434 0.547 -7.732 2.8 -1.1 3.0
O 5.481 -1.111 -6.618 -2.7 2.7 1.0
C 2.222 0.779 -4.362 -0.5 0.0 1.2
N 2.071 1.936 -5.372 -1.1 -0.9 2.2
N 1.618 1.034 -3.007 3.7 -6.4 -3.0
C 1.824 -0.211 -2.193 -0.2 -0.9 1.7
H 3.192 1.218 0.786 -0.4 2.2 -0.7
H 3.401 2.971 1.482 -0.5 -1.4 -2.2
H 3.922 2.561 -0.337 -1.8 -0.4 1.9
H 1.748 3.226 -1.119 -0.3 -0.4 2.4
H 1.235 3.671 0.736 0.6 -1.8 -1.9
H -0.688 2.177 -2.366 -0.6 -0.4 2.1
H -1.496 3.009 -0.879 1.1 -2.3 -0.6
H -1.969 1.231 -1.347 2.0 1.3 0.5
H 0.916 -1.312 1.535 1.9 0.4 -2.8
H 2.230 -3.643 0.776 -0.1 1.7 -2.1
H 3.308 -3.808 -1.903 -1.3 2.4 0.7
H 4.176 1.235 -7.593 -1.7 -1.3 -0.3
H 5.969 -0.485 -6.001 -0.8 -1.0 -0.9
H 1.087 1.886 -5.776 1.7 -0.2 0.5
H 2.052 2.857 -4.837 0.1 -1.7 -0.5
C 7.589 -3.563 -4.421 -0.4 -0.1 -0.3
Cl 8.474 -2.038 -4.163 -0.3 -0.1 0.0
Cl 5.848 -3.219 -4.579 0.6 -0.3 0.3
Cl 8.177 -4.346 -5.910 -0.9 0.2 0.0
Cl 7.857 -4.647 -3.034 0.0 0.2 -0.2
C -4.693 4.170 -0.410 0.1 0.0 -0.1
Cl -6.289 3.728 0.246 0.4 0.1 -0.1
Cl -3.443 3.884 0.827 -0.3 0.2 -0.6
Cl -4.345 3.176 -1.847 0.2 0.5 0.4
Cl -4.694 5.893 -0.866 0.0 -0.4 0.1
C -0.153 -2.512 -9.021 0.3 -0.1 0.0
Cl 0.364 -4.092 -8.379 -0.2 0.5 -0.2
Cl 1.027 -1.949 -10.232 -0.3 -0.1 0.3
Cl -1.754 -2.676 -9.785 0.3 0.1 0.2
Cl -0.247 -1.332 -7.690 0.0 -0.2 -0.3
C -3.702 2.422 4.991 0.0 0.0 -0.1
Cl -2.224 3.378 5.269 -0.4 -0.1 -0.6
Cl -4.555 3.052 3.559 0.1 -0.3 0.8
Cl -3.264 0.717 4.719 -0.1 0.4 0.1
Cl -4.764 2.543 6.416 0.0 -0.1 -0.6
C -7.236 0.549 -2.520 -0.1 0.0 0.0
Cl -8.832 0.107 -1.864 0.4 0.1 -0.2
Cl -5.986 0.263 -1.282 -0.4 -0.1 -0.2
Cl -6.888 -0.446 -3.956 -0.1 0.2 0.4
Cl -7.237 2.271 -2.976 -0.3 -0.5 0.0
C -10.584 -1.164 1.411 0.0 0.0 0.0
Cl -11.107 -1.875 2.959 0.1 0.2 -0.4
Cl -9.363 0.096 1.719 -0.3 -0.3 0.0
Cl -9.879 -2.436 0.381 -0.2 0.3 0.3
Cl -11.988 -0.442 0.585 0.3 -0.2 0.2
C -1.973 -3.289 1.614 -0.5 -0.2 -0.1
Cl -1.418 -4.936 2.007 -0.1 0.4 0.0
Cl -0.694 -2.428 0.723 -2.6 -1.4 0.3
Cl -3.440 -3.382 0.607 0.2 0.0 0.2
Cl -2.342 -2.412 3.121 0.1 -0.2 -0.3
C 12.182 -4.233 -5.600 -0.1 0.0 0.1
Cl 12.488 -5.888 -6.184 -0.1 0.4 0.1
Cl 10.787 -4.242 -4.492 1.4 -0.2 0.0
Cl 13.621 -3.631 -4.739 -0.3 -0.1 -0.2
Cl 11.832 -3.169 -6.986 0.1 -0.2 0.3
C -8.453 2.114 8.450 -0.1 0.0 0.0
Cl -8.759 0.400 8.072 0.1 0.4 0.1
Cl -9.497 2.619 9.803 0.2 0.1 -0.6
Cl -6.744 2.325 8.907 -0.5 0.0 0.0
Cl -8.813 3.112 7.019 0.1 -0.2 0.3
C -7.090 0.178 12.278 0.0 0.0 0.0
Cl -6.205 1.703 12.536 -0.2 -0.4 0.0
Cl -8.831 0.521 12.120 0.5 -0.3 0.3
Cl -6.501 -0.605 10.790 -0.1 0.1 0.4
Cl -6.821 -0.906 13.666 0.0 0.3 -0.3
C -0.936 2.832 9.280 -0.1 -0.1 0.0
Cl -0.381 1.185 9.672 -0.1 0.4 -0.1
Cl 0.344 3.694 8.388 -0.3 -0.2 0.2
Cl -2.403 2.740 8.272 0.6 -0.1 1.0
Cl -1.304 3.710 10.786 0.1 -0.2 -0.3
C 4.667 6.103 -0.719 0.0 0.1 0.0
Cl 3.456 6.486 0.531 0.3 -0.1 -0.3
Cl 5.260 7.614 -1.455 -0.2 -0.4 0.2
Cl 6.031 5.229 0.023 -0.3 0.3 -0.2
Cl 3.921 5.083 -1.975 0.2 0.2 0.2
C -0.758 -7.619 -1.294 0.0 0.0 -0.1
Cl 0.127 -6.094 -1.036 -0.2 -0.3 -0.1
Cl -2.499 -7.275 -1.452 0.4 -0.1 0.1
Cl -0.169 -8.402 -2.782 -0.1 0.2 0.4
Cl -0.489 -8.703 0.094 -0.1 0.3 -0.3
C 6.584 1.135 2.779 0.0 -0.1 0.0
Cl 4.985 0.373 2.590 0.5 0.1 0.1
Cl 6.736 2.489 1.630 -0.1 -0.4 0.3
Cl 6.759 1.746 4.443 0.0 -0.1 -0.4
Cl 7.858 -0.067 2.451 -0.3 0.3 0.1
```
Forces are in eV/Å.

## Properties
gap between HOMO and LUMO = 6.34 eV
E_tot = -27804.44103 Eh